1.
Below is a structure of composition C33H31F5IrN8PSTe, with properties calculated with the ωB97M-V functional and the def2-TZVPD basis.

Geometry (Å):
Ir  -0.121  0.480  -1.401
Te  -1.596  -1.269  -0.085
S  -0.245  0.504  2.466
P  2.783  0.464  -3.433
F  -5.290  3.850  -1.164
F  -3.139  4.304  0.437
F  -0.913  2.734  0.175
F  -5.231  1.826  -2.969
F  -3.065  0.241  -3.162
N  0.409  0.969  4.987
N  1.859  -0.173  -0.907
N  4.019  -0.495  -1.084
N  2.292  3.235  -3.554
N  0.142  -0.502  -3.116
N  -1.741  1.526  4.394
N  1.088  -1.195  -4.955
N  0.839  2.157  -2.313
C  5.371  -0.554  -1.640
C  -1.395  -5.199  1.296
C  -3.049  1.261  -2.281
C  -3.116  3.320  -0.455
C  -0.550  1.038  4.053
C  0.595  0.773  8.674
C  -0.177  -1.718  -4.931
C  -1.929  1.469  -1.498
C  0.664  0.421  7.335
C  2.070  -1.404  -6.022
C  2.331  -0.579  0.313
C  -0.122  2.617  6.722
C  0.481  3.476  -2.345
C  3.675  -0.782  0.208
C  -0.479  -2.991  0.460
C  0.298  1.342  6.363
C  -4.181  2.054  -2.194
C  -3.680  -4.877  -0.247
C  -2.829  -2.676  -1.141
C  1.262  -0.454  -3.843
C  -2.383  -6.170  1.308
C  -4.212  3.090  -1.272
C  3.436  3.526  -4.420
C  1.937  2.032  -3.059
C  0.150  2.035  9.042
C  2.893  -0.129  -1.732
C  -2.689  -3.901  -0.266
C  -3.527  -6.009  0.536
C  -0.207  2.954  8.065
C  -0.761  -1.281  -3.783
C  -2.008  2.509  -0.594
C  -1.544  -4.060  0.514
C  1.384  4.154  -3.107
H  -4.304  -6.761  0.553
H  -2.265  -7.050  1.926
H  2.261  -0.471  -6.548
H  0.879  0.055  9.431
H  1.447  5.196  -3.368
H  2.996  -1.795  -5.610
H  1.228  0.456  4.704
H  0.280  -3.206  -0.293
H  0.995  -0.569  7.043
H  5.384  -1.173  -2.534
H  -2.537  -2.874  -2.171
H  -1.965  1.764  5.347
H  4.403  -1.099  0.934
H  3.407  4.580  -4.677
H  5.731  0.445  -1.875
H  -0.505  -5.323  1.901
H  0.092  2.306  10.087
H  4.368  3.315  -3.901
H  -1.762  -1.434  -3.427
H  -0.556  -2.342  -5.721
H  0.000  -2.793  1.416
H  3.379  2.940  -5.333
H  -0.534  3.946  8.346
H  -2.461  1.547  3.694
H  -0.383  3.861  -1.838
H  -0.346  3.352  5.959
H  1.661  -2.127  -6.720
H  1.687  -0.678  1.173
H  -3.834  -2.260  -1.128
H  6.027  -0.999  -0.897
H  -4.574  -4.749  -0.846

The calculation puts the electronic energy at -3324.94324 Eh. The net charge is +2. The calculation puts the LUMO energy at -6.087 eV. The energy above the lowest of the compared OMol25 structures with the same formula, charge and spin is 0.00 kJ/mol.


2.
Below is a structure of composition C33H31FIrN5O5S, with properties calculated with the ωB97M-V functional and the def2-TZVPD basis.

Geometry (Å):
Ir  -3.322  -0.128  -1.377
S  -4.607  -1.752  0.817
F  1.186  0.665  3.542
O  -1.625  0.178  -0.414
O  -2.310  0.139  -3.179
O  -3.882  -1.650  2.050
O  -5.890  -2.373  0.790
O  -0.809  -0.972  -4.403
N  -4.653  -0.298  0.043
N  2.198  -0.345  -1.761
N  3.891  0.338  2.726
N  6.130  1.230  3.609
N  -3.759  1.820  -1.141
C  -5.941  1.084  1.673
C  -0.454  0.015  -0.913
C  -5.106  0.903  0.605
C  -1.169  -0.439  -3.375
C  3.929  -0.031  -3.590
C  0.417  0.389  1.370
C  -0.155  -0.305  -2.248
C  -4.612  2.043  -0.087
C  4.491  0.590  -2.347
C  -4.501  4.403  -0.522
C  0.650  0.126  0.013
C  3.740  0.866  4.084
C  -3.676  4.144  -1.584
C  4.918  -0.695  2.673
C  -6.313  2.395  2.047
C  6.288  -0.020  2.772
C  1.161  -0.487  -2.595
C  -5.872  3.498  1.373
C  -1.502  -3.653  -0.949
C  -0.821  -4.129  -3.335
C  -2.338  -3.111  0.006
C  -3.502  -2.471  -0.404
C  3.548  -0.575  -2.249
C  2.801  0.266  1.838
C  -3.824  -2.388  -1.777
C  5.133  1.008  4.710
C  1.967  -0.064  -0.422
C  -2.925  -2.909  -2.722
C  -3.307  2.823  -1.868
C  -4.999  3.345  0.269
C  1.459  0.450  2.243
C  -1.761  -3.546  -2.321
C  3.026  0.023  0.493
H  -6.190  4.490  1.664
H  -6.982  2.517  2.888
H  5.183  1.846  5.401
H  -0.605  -4.169  -0.626
H  -3.300  4.937  -2.213
H  4.570  -0.648  -4.202
H  3.257  1.840  4.035
H  -0.815  -3.526  -4.242
H  1.392  -0.762  -3.616
H  3.943  -1.541  -1.960
H  -0.593  0.510  1.737
H  3.144  0.229  4.740
H  5.788  1.981  3.006
H  4.861  -1.259  1.748
H  3.194  0.543  -4.136
H  5.531  0.417  -2.106
H  -4.786  5.421  -0.286
H  -2.653  2.562  -2.690
H  4.783  -1.417  3.487
H  -4.822  -2.079  -2.089
H  7.030  -0.648  3.261
H  0.196  -4.182  -2.947
H  5.458  0.109  5.230
H  -6.337  0.236  2.217
H  7.031  1.526  3.982
H  -2.106  -3.169  1.061
H  -1.129  -5.143  -3.596
H  4.101  1.560  -2.069
H  -3.144  -2.798  -3.777
H  6.668  0.299  1.804
H  4.037  -0.082  0.130

The calculation puts the electronic energy at -2527.97241 Eh. The net charge is +2. The calculation puts the LUMO energy (spin up / spin down) at -5.571 / -5.570 eV. The energy above the lowest of the compared OMol25 structures with the same formula, charge and spin is 0.00 kJ/mol.


3.
Below is a cluster of 2 separate species, C33H31N2O4 in total, with properties calculated with the ωB97M-V functional and the def2-TZVPD basis.

Geometry (Å):
O  3.696  -1.028  4.671
O  4.132  7.302  -1.543
O  -2.133  -4.481  -3.030
O  -2.151  2.133  -3.092
N  -0.487  4.483  -0.186
N  -3.422  0.958  -1.616
C  -1.807  3.514  1.541
C  0.296  -1.340  2.245
C  -2.779  -2.937  -1.300
C  -1.076  -2.056  0.224
C  5.465  6.817  -1.215
C  -2.474  -5.811  -2.743
C  0.619  6.371  -1.320
C  -3.209  -8.380  -2.042
C  3.115  5.383  -0.439
C  -2.364  2.476  0.628
C  -1.473  -6.727  -2.411
C  -1.777  -3.676  -1.949
C  -4.194  -7.447  -2.385
C  -0.077  -2.733  -0.542
C  -0.832  -1.267  1.387
C  0.702  5.216  -0.528
C  2.594  -1.230  3.909
C  -0.829  4.361  1.139
C  -3.828  -6.158  -2.777
C  4.892  -1.836  4.553
C  -2.428  -2.190  -0.198
C  -2.525  1.945  -1.937
C  -1.856  -8.028  -2.069
C  -2.012  2.764  -0.807
C  1.940  4.749  -0.063
C  1.767  7.100  -1.583
C  -0.435  -3.613  -1.556
C  3.033  6.588  -1.181
C  0.426  -0.352  3.274
C  -1.175  3.768  -1.150
C  1.524  -0.303  4.093
C  2.466  -2.269  2.948
C  1.294  -2.369  2.209
H  -3.807  0.423  -2.375
H  -0.430  -6.406  -2.417
H  5.679  5.856  -1.702
H  5.608  6.721  -0.129
H  6.123  7.591  -1.611
H  1.123  -3.250  1.596
H  1.645  0.459  4.865
H  -2.012  1.438  0.907
H  5.552  -1.432  5.325
H  -3.495  -9.398  -1.772
H  -2.191  3.611  2.552
H  -3.468  2.499  0.736
H  -0.381  0.372  3.417
H  0.974  -2.592  -0.310
H  4.080  4.958  -0.152
H  -4.562  -5.407  -3.068
H  -0.863  3.994  -2.175
H  3.289  -2.975  2.788
H  -3.811  -3.007  -1.651
H  -0.358  6.714  -1.673
H  4.685  -2.896  4.754
H  -3.212  -1.712  0.394
H  -1.081  -8.758  -1.837
H  1.968  3.853  0.564
H  0.296  -4.249  -2.061
H  5.359  -1.721  3.565
H  1.730  8.050  -2.114
H  -0.277  5.012  1.815
H  -1.648  -0.612  1.703
H  -3.880  0.889  -0.718
H  -5.249  -7.719  -2.373

The calculation puts the electronic energy at -1686.26621 Eh. The net charge is +1. The calculation puts the LUMO energy at -5.345 eV.


4.
Below is a structure of composition C33H32AlCl4N2O8P3, with properties calculated with the ωB97M-V functional and the def2-TZVPD basis.

Geometry (Å):
Cl  -6.173  2.751  3.458
Cl  -4.735  3.463  1.043
Cl  -2.965  -5.232  2.896
Cl  -6.822  1.450  0.945
P  0.481  0.553  1.121
P  -2.749  1.013  -1.815
P  -0.673  2.485  -2.864
Al  -0.163  -0.121  -1.145
O  -1.927  0.431  -0.669
O  -2.835  0.252  -3.088
O  4.194  0.185  -1.483
O  -0.030  3.792  -2.834
O  -1.031  1.991  -4.328
O  0.085  1.312  -2.187
O  -4.192  1.365  -1.240
O  -2.116  2.472  -2.106
N  -3.806  0.255  2.503
N  2.009  -0.291  -1.501
C  -1.270  0.433  4.825
C  -1.398  -1.768  3.866
C  1.356  3.170  0.554
C  1.972  -1.406  -3.765
C  2.559  0.232  2.942
C  -5.525  2.144  1.927
C  -1.007  -4.563  1.140
C  3.905  0.046  -2.890
C  2.395  -0.190  -2.943
C  3.850  -0.008  3.378
C  -0.119  5.060  0.552
C  2.565  -2.712  -3.251
C  -0.628  -1.997  -1.633
C  -0.442  0.040  2.597
C  -1.233  -2.815  -0.539
C  -1.630  -0.905  4.926
C  3.057  -0.052  -0.811
C  2.226  0.227  1.589
C  4.547  -0.262  1.109
C  -2.303  -4.316  1.567
C  4.851  -0.260  2.458
C  -0.953  2.903  1.234
C  1.136  4.517  0.327
C  0.317  2.366  1.003
C  -0.490  -3.815  0.096
C  3.245  -0.026  0.661
C  -4.554  1.082  2.220
C  -0.808  -1.296  2.704
C  2.322  -1.170  -5.233
C  -1.156  4.257  1.008
C  -2.536  -2.608  -0.094
C  -3.073  -3.345  0.951
C  -0.674  0.903  3.668
H  1.787  0.412  3.676
H  -2.100  -1.271  5.830
H  1.940  5.137  -0.047
H  5.323  -0.449  0.383
H  3.642  -2.765  -3.434
H  1.960  -1.997  -5.845
H  -1.773  2.278  1.564
H  -3.144  -1.840  -0.558
H  -1.453  1.110  5.649
H  -4.857  1.190  -1.921
H  -4.081  -3.157  1.294
H  2.335  2.744  0.365
H  -1.687  -2.808  3.935
H  0.883  -1.464  -3.696
H  5.864  -0.453  2.782
H  0.227  -2.542  -2.030
H  -1.656  1.237  -4.264
H  1.889  0.683  -3.346
H  -2.133  4.689  1.178
H  2.400  -2.836  -2.178
H  4.068  0.001  4.438
H  2.110  -3.562  -3.761
H  0.522  -4.015  -0.242
H  -0.416  -5.333  1.619
H  1.862  -0.251  -5.602
H  -0.298  6.109  0.355
H  -0.635  -1.974  1.879
H  3.403  -1.099  -5.382
H  -0.384  1.944  3.597
H  4.492  -0.793  -3.264
H  -1.360  -1.882  -2.440
H  4.219  0.962  -3.384

The calculation puts the electronic energy at -5095.88986 Eh. The calculation puts the LUMO energy at -0.358 eV. The energy above the lowest of the compared OMol25 structures with the same formula, charge and spin is 60.21 kJ/mol.


5.
Below is a structure of composition C33H32As2O4SSn, with properties calculated with the ωB97M-V functional and the def2-TZVPD basis.

Geometry (Å):
Sn  -1.335  0.150  0.259
As  3.039  0.964  -2.195
As  -0.139  2.850  -0.080
S  0.897  -0.962  -1.241
O  0.944  0.023  -0.102
O  -0.452  -0.822  -1.801
O  1.900  -0.394  -2.329
O  1.330  -2.270  -0.927
C  2.415  3.977  0.762
C  -4.348  -2.753  -0.002
C  -1.923  7.203  0.111
C  5.243  1.647  -5.638
C  -2.479  -0.197  2.946
C  -1.383  5.090  1.114
C  3.454  4.180  1.658
C  -2.521  -2.252  1.669
C  4.933  0.452  1.503
C  -3.628  0.221  2.278
C  4.270  0.694  -0.779
C  3.472  3.495  2.868
C  -3.673  -1.845  0.987
C  5.240  0.409  -6.267
C  3.941  0.700  0.574
C  5.582  0.455  -1.201
C  -1.925  -1.440  2.635
C  -1.909  6.366  1.220
C  3.919  -0.527  -4.485
C  6.567  0.223  -0.257
C  -0.873  5.482  -1.203
C  1.405  3.065  1.059
C  2.451  2.609  3.183
C  4.583  1.808  -4.432
C  6.240  0.214  1.093
C  4.582  -0.671  -5.693
C  -1.404  6.760  -1.097
C  1.419  2.395  2.279
C  -0.862  4.644  -0.097
C  0.462  2.521  -1.940
C  1.920  2.548  -2.398
C  -4.204  -0.586  1.301
C  3.922  0.720  -3.864
H  0.012  1.580  -2.256
H  1.902  2.591  -3.489
H  5.755  0.286  -7.211
H  4.593  2.777  -3.947
H  -4.827  -2.191  -0.801
H  -1.045  -1.791  3.159
H  7.008  0.015  1.830
H  2.376  4.564  -0.147
H  3.411  -1.372  -4.042
H  -2.044  0.416  3.727
H  4.238  4.890  1.426
H  -4.080  1.178  2.519
H  -5.126  -3.328  0.505
H  -3.648  -3.460  -0.439
H  4.683  0.445  2.557
H  -2.337  8.200  0.190
H  2.450  2.094  4.136
H  7.584  0.042  -0.579
H  2.500  3.406  -2.070
H  -1.371  4.447  1.986
H  4.584  -1.634  -6.187
H  2.928  0.886  0.892
H  0.625  1.707  2.534
H  -2.308  6.707  2.167
H  -0.468  5.172  -2.157
H  -0.058  3.270  -2.534
H  5.838  0.445  -2.250
H  5.757  2.487  -6.085
H  -1.409  7.409  -1.963
H  -2.084  -3.217  1.444
H  -5.097  -0.245  0.785
H  4.275  3.670  3.574

The calculation puts the electronic energy at -6661.16999 Eh. The net charge is +2. The calculation puts the LUMO energy at -6.197 eV. The energy above the lowest of the compared OMol25 structures with the same formula, charge and spin is 58.53 kJ/mol.


6.
Below is a structure of composition C33H32BBaN4O8S, with properties calculated with the ωB97M-V functional and the def2-TZVPD basis.

Geometry (Å):
Ba  0.870  -0.608  0.381
S  0.665  -0.587  3.590
O  4.506  0.095  -2.003
O  4.091  -0.487  0.168
O  -1.487  2.354  3.653
O  0.536  -3.181  0.110
O  0.177  -1.932  3.417
O  2.013  -0.381  3.063
O  1.410  2.226  0.201
O  1.789  -5.380  0.030
N  -1.645  -1.830  0.300
N  -1.624  0.909  -0.159
N  -1.743  -3.173  0.528
N  -0.317  0.496  2.949
C  -2.640  -1.126  0.674
C  -1.698  -7.301  1.151
C  2.324  2.664  0.879
C  7.806  1.076  -0.672
C  7.540  0.705  0.648
C  5.366  -0.027  0.064
C  2.123  2.943  2.343
C  0.636  -5.965  0.396
C  1.155  -0.529  6.412
C  5.613  0.328  -1.252
C  9.167  1.689  -1.014
C  -0.552  -5.241  0.583
C  6.322  0.150  1.040
C  0.641  -7.349  0.586
C  -3.702  1.074  1.011
C  -1.640  2.229  -0.303
C  10.285  0.698  -0.662
C  -0.512  -8.007  0.959
C  9.291  2.036  -2.498
C  0.054  1.264  7.610
C  -0.790  1.377  3.870
C  0.562  -0.040  5.265
C  -2.655  3.043  0.178
C  3.688  2.895  0.303
C  -0.267  1.063  5.262
C  6.817  0.881  -1.643
C  -0.531  1.735  6.441
C  -3.702  2.448  0.859
C  -2.649  0.331  0.489
C  -1.703  -5.932  0.962
C  0.886  0.146  7.596
C  9.366  2.982  -0.210
C  -0.570  -3.763  0.385
B  3.465  -0.426  -1.153
H  -3.492  -1.587  1.173
H  -1.183  2.599  6.429
H  -4.501  3.046  1.278
H  10.167  -0.228  -1.227
H  8.539  2.764  -2.806
H  11.263  1.126  -0.899
H  -0.138  1.770  8.548
H  6.963  1.152  -2.679
H  -0.786  2.658  -0.813
H  2.482  2.067  2.892
H  -0.490  -9.081  1.105
H  3.695  2.668  -0.761
H  2.701  3.808  2.670
H  10.334  3.432  -0.444
H  8.583  3.705  -0.447
H  9.331  2.794  0.864
H  1.583  -4.411  -0.040
H  -2.604  4.114  0.040
H  -4.494  0.568  1.548
H  9.188  1.150  -3.128
H  4.010  3.922  0.487
H  1.063  3.068  2.555
H  10.273  0.445  0.399
H  -2.605  -5.353  1.108
H  4.404  2.245  0.811
H  -2.603  -7.815  1.449
H  1.801  -1.396  6.389
H  1.329  -0.201  8.521
H  6.130  -0.128  2.068
H  10.275  2.470  -2.689
H  1.573  -7.879  0.434
H  8.302  0.850  1.405

The calculation puts the electronic energy at -2546.44660 Eh. The net charge is -1. The calculation puts the LUMO energy at 2.287 eV. The energy above the lowest of the compared OMol25 structures with the same formula, charge and spin is 3.73 kJ/mol.